Formula: C46H75AsF9N8O2
Source: the Open Molecules 2025 dataset
Level of theory: ωB97M-V/def2-TZVPD

Last column: Löwdin charge in e.
Atoms and positions in Å:
C 5.64927 -4.74661 4.33632  -0.08
C 4.50113 -4.02607 3.61365  -0.23
C 4.06226 -4.83347 2.40734  -0.13
N 2.76850 -4.37957 1.79204  -0.26
C 2.63841 -5.08049 0.45969  -0.10
C 1.26321 -4.97300 -0.20524  -0.15
C 0.17630 -5.37289 0.75056  -0.18
C 0.25287 -4.54729 2.02494  -0.17
C 1.59233 -4.59847 2.70309  -0.10
C 2.87406 -2.90910 1.49146  0.02
H 5.89916 -4.27291 5.28096  0.08
H 6.53805 -4.74489 3.70351  0.08
H 5.39289 -5.79211 4.53019  0.08
H 4.94348 -3.08054 3.28347  0.09
H 3.72280 -3.78035 4.33497  0.12
H 3.96765 -5.88502 2.67905  0.14
H 4.78808 -4.72183 1.60265  0.14
H 2.79386 -6.13998 0.66739  0.14
H 3.37516 -4.63450 -0.20101  0.14
H 1.29399 -5.60976 -1.08969  0.13
H 1.10450 -3.95912 -0.58364  0.12
H 0.20971 -6.44077 0.99240  0.13
H -0.80963 -5.19914 0.31496  0.11
H -0.52375 -4.85869 2.72463  0.13
H 0.00036 -3.50709 1.79768  0.09
H 1.79649 -5.50344 3.28599  0.15
H 1.66432 -3.83703 3.48148  0.12
H 2.07175 -2.55353 0.84873  0.09
H 3.78375 -2.76983 0.90705  0.12
H 2.90731 -2.36953 2.42760  0.09
C -0.70153 5.25260 -3.12216  -0.07
C -2.09921 5.03738 -2.53055  -0.22
C -2.03738 4.35834 -1.17614  -0.14
N -3.35923 3.93462 -0.60188  -0.26
C -3.91832 2.80423 -1.42985  -0.11
C -5.18850 2.24913 -0.81079  -0.16
C -4.85866 1.66216 0.54882  -0.18
C -4.25015 2.72122 1.43540  -0.15
C -3.05945 3.42176 0.80672  -0.09
C -4.27620 5.10270 -0.52457  0.03
H -0.29996 6.22880 -2.85472  0.08
H -0.74699 5.22058 -4.20967  0.07
H -0.01061 4.46837 -2.81338  0.05
H -2.72133 4.48192 -3.23167  0.11
H -2.57143 6.01274 -2.38302  0.11
H -1.52611 4.99508 -0.44886  0.15
H -1.41279 3.46069 -1.22185  0.12
H -3.11261 2.07470 -1.45133  0.11
H -4.20563 3.16180 -2.41490  0.13
H -5.57062 1.46424 -1.46499  0.11
H -5.97046 3.01173 -0.78489  0.12
H -4.19363 0.80837 0.37254  0.10
H -5.70913 1.17664 1.03415  0.12
H -3.87032 2.26489 2.35534  0.13
H -5.01824 3.42129 1.77133  0.12
H -2.22505 2.74306 0.64641  0.11
H -2.75086 4.30366 1.36466  0.14
H -5.14544 4.81873 0.05859  0.10
H -4.58844 5.37482 -1.52634  0.11
H -3.76034 5.89923 0.00504  0.12
As -0.14259 0.17262 0.05760  0.72
F 0.16717 1.78104 -0.49458  -0.24
F 0.23629 -0.47568 -1.50048  -0.24
F -0.42692 -1.46749 0.55647  -0.24
F -0.52696 0.79445 1.61982  -0.23
F -1.81879 0.32431 -0.36224  -0.24
F 1.52528 -0.01865 0.48880  -0.24
N 4.77675 -0.10842 4.12101  0.01
C 4.60887 -0.12993 2.75905  -0.14
C 5.80105 -0.57708 2.24019  -0.13
C 6.69090 -0.84069 3.30987  -0.11
C 6.00735 -0.56609 4.47442  -0.14
H 4.01643 0.07453 4.75246  0.15
H 3.70478 0.17096 2.25880  0.10
H 6.06141 -0.76873 1.20979  0.09
H 7.71420 -1.16733 3.24118  0.09
H 6.30598 -0.58525 5.50812  0.11
N 3.19334 2.36344 -0.37572  0.02
C 3.21721 3.61933 -0.90015  -0.16
C 4.53246 3.97370 -1.10390  -0.11
C 5.31811 2.87056 -0.68399  -0.10
C 4.46807 1.88214 -0.26275  -0.13
H 2.35391 1.81990 -0.27591  0.08
H 2.31254 4.19896 -0.98740  0.10
H 4.84280 4.96692 -1.38182  0.09
H 6.39330 2.80157 -0.72646  0.09
H 4.62955 0.87095 0.06226  0.08
N -4.89216 0.31467 -5.01917  0.02
C -5.18734 -0.27586 -3.81767  -0.12
C -4.04058 -0.22395 -3.06702  -0.15
C -3.05618 0.48348 -3.79441  -0.13
C -3.62540 0.82038 -4.99711  -0.12
H -5.57270 0.41477 -5.75112  0.15
H -6.09465 -0.82929 -3.64731  0.11
H -3.98410 -0.60122 -2.05539  0.09
H -2.06481 0.68037 -3.42523  0.07
H -3.22866 1.28297 -5.88484  0.11
N 0.48456 2.58648 -5.84451  0.02
C 0.30176 1.68460 -4.82604  -0.14
C 1.13935 2.02689 -3.79741  -0.10
C 1.87477 3.17066 -4.22780  -0.12
C 1.43705 3.49767 -5.47848  -0.14
H -0.11253 2.63762 -6.64979  0.14
H -0.39751 0.87222 -4.93235  0.09
H 1.28854 1.46414 -2.88995  0.07
H 2.69728 3.60341 -3.68172  0.09
H 1.80706 4.28443 -6.11317  0.11
N -0.64426 -2.02518 -3.78817  0.01
C -1.71094 -2.86950 -3.93081  -0.14
C -1.36366 -3.83663 -4.84265  -0.11
C -0.01077 -3.60040 -5.21051  -0.12
C 0.40726 -2.48093 -4.53865  -0.14
H -0.55099 -1.22147 -3.19013  0.09
H -2.62593 -2.64827 -3.40821  0.09
H -1.96974 -4.69768 -5.07214  0.09
H 0.58694 -4.24266 -5.83596  0.09
H 1.35465 -1.97006 -4.56578  0.11
N -0.36781 2.83709 3.53443  0.00
C -0.42701 3.43876 4.75787  -0.14
C 0.35963 4.55817 4.72168  -0.11
C 0.86918 4.67232 3.39992  -0.11
C 0.38542 3.61244 2.68217  -0.15
H -0.95673 2.09386 3.20300  0.10
H -0.99340 3.02270 5.57386  0.11
H 0.59436 5.21690 5.54051  0.09
H 1.53380 5.41491 2.98923  0.09
H 0.57983 3.26250 1.68136  0.09
C -3.82252 -4.43561 1.08221  -0.04
C -3.30400 -3.00591 1.03717  -0.19
O -2.50905 -2.75425 2.20439  0.01
C -2.87528 -1.87208 3.10253  -0.39
O -3.90340 -1.25298 3.11445  0.16
C -1.81755 -1.63818 4.20127  -0.54
F -1.74762 -0.34498 4.49146  0.17
F -2.14196 -2.31901 5.30160  0.18
F -0.58538 -2.02977 3.81880  0.14
H -4.38465 -4.60400 2.00273  0.09
H -2.99670 -5.14502 1.06606  0.06
H -4.49857 -4.60556 0.24596  0.09
H -4.12605 -2.29878 0.96612  0.12
H -2.61294 -2.91368 0.20068  0.12

Frontier orbital gap = 7.85 eV
E_tot = -150229.131 eV
HOMO = -9.406 eV
Total charge = +1